1.
Below is 16 unconnected molecules or ions with the total composition C29H26Cl61N4O2 at a distorted geometry, with properties calculated with ωB97M-V/def2-TZVPD.

```
122
C29H26Cl61N4O2 | the OMol25 dataset | ωB97M-V/def2-TZVPD
C 5.7322 -1.5175 1.3200
C 5.3028 -0.7803 0.2692
C 5.1993 0.6861 0.3088
O 5.8819 1.3801 1.0135
O 4.2651 1.2031 -0.5600
C 2.9667 0.7269 -0.0911
C 1.8062 1.6358 -0.4978
C 0.8842 1.8282 0.7043
C -0.5063 2.3309 0.3250
C -1.6047 1.2937 0.6409
C -2.9266 1.9509 1.0202
C -4.1615 1.0575 0.8461
C -4.3570 0.7593 -0.6490
C -4.9089 -0.6368 -0.9264
Cl -5.9500 -0.7181 -2.3193
N -5.5934 -1.0803 0.3160
C -4.6537 -1.2652 1.2824
N -4.3466 -2.4266 1.8222
C -4.9728 -3.7084 1.5093
N -3.9994 -4.8037 1.6179
N -3.9462 -0.1581 1.6839
H 6.4378 -2.3147 1.1221
H 5.3778 -1.3511 2.3333
H 4.9592 -1.2778 -0.6338
H 2.8176 -0.2969 -0.4385
H 3.0170 0.7321 0.9994
H 1.3136 1.1498 -1.3397
H 2.2337 2.5888 -0.7836
H 1.3749 2.5521 1.3598
H 0.8326 0.8981 1.2734
H -0.5638 2.5505 -0.7427
H -0.7742 3.2468 0.8495
H -1.2853 0.6587 1.4669
H -1.7078 0.6212 -0.2157
H -2.8673 2.1741 2.0909
H -3.0856 2.9036 0.5137
H -5.0023 1.6267 1.2374
H -3.4795 0.9448 -1.2611
H -5.1129 1.4698 -0.9881
H -4.0515 -1.2922 -1.0983
H -6.2344 -1.8553 0.1912
H -3.6255 -2.4340 2.5344
H -5.3858 -3.6930 0.5019
H -5.7981 -3.9097 2.1924
H -3.9293 -5.2783 0.7230
H -3.0701 -4.4125 1.7490
H -4.1744 0.0379 2.6555
C 3.0354 4.8684 -3.1753
Cl 3.9856 6.3409 -2.9536
Cl 1.4451 5.0817 -2.4158
Cl 2.8211 4.5564 -4.8973
Cl 3.8622 3.5106 -2.4176
C -1.6504 -4.3245 -2.5785
Cl -2.4674 -5.8751 -2.7334
Cl -2.3953 -3.1331 -3.6472
Cl -1.7645 -3.7604 -0.9013
Cl 0.0519 -4.4975 -3.0158
C -1.8225 0.8795 -4.8651
Cl -0.4084 1.7098 -4.2075
Cl -2.6716 1.9494 -5.9777
Cl -1.3181 -0.5809 -5.7111
Cl -2.9114 0.4449 -3.5306
C 4.1782 7.1599 -8.1767
Cl 4.3240 7.1208 -6.4182
Cl 5.1080 8.5125 -8.8231
Cl 4.7941 5.6456 -8.8470
Cl 2.4775 7.3479 -8.6182
C 0.1398 -3.6768 -8.1122
Cl 0.1459 -3.8912 -6.3545
Cl 1.5346 -2.7078 -8.5876
Cl 0.2158 -5.2540 -8.8945
Cl -1.3457 -2.8505 -8.5957
C -9.3956 -1.5051 -4.4245
Cl -10.0084 -2.7148 -5.5455
Cl -10.5759 -0.2101 -4.2386
Cl -9.1076 -2.2613 -2.8501
Cl -7.8822 -0.8300 -5.0553
C 3.8015 -5.4163 0.2738
Cl 5.1988 -5.8837 -0.6992
Cl 3.3479 -6.7379 1.3491
Cl 4.2010 -3.9913 1.2382
Cl 2.4580 -5.0052 -0.7977
C 6.3761 0.9515 5.5442
Cl 7.9173 0.3245 6.1164
Cl 5.9168 0.0892 4.0562
Cl 5.1525 0.7513 6.7996
Cl 6.5450 2.6672 5.1609
C 4.4086 -9.7521 3.7935
Cl 4.7834 -10.9617 5.0186
Cl 5.8115 -9.5081 2.7505
Cl 3.0393 -10.3022 2.8201
Cl 3.9875 -8.2206 4.5720
C 5.3554 -8.9087 8.9040
Cl 6.0205 -8.3522 7.3673
Cl 5.3212 -7.5684 10.0534
Cl 3.7117 -9.5043 8.6444
Cl 6.3587 -10.2107 9.5444
C 2.2379 -2.7606 5.2336
Cl 2.3432 -3.1835 6.9409
Cl 3.5877 -1.7021 4.8058
Cl 2.2787 -4.2266 4.2552
Cl 0.7117 -1.8986 4.9358
C 0.6419 5.7897 2.7790
Cl 1.2448 6.0334 1.1375
Cl 0.1890 7.3354 3.4903
Cl -0.7777 4.7266 2.7124
Cl 1.8854 5.0171 3.7571
C -7.6217 3.7230 -1.1671
Cl -8.2472 2.5050 -2.2775
Cl -8.7943 5.0152 -0.9773
Cl -7.3083 2.9690 0.4111
Cl -6.1107 4.3830 -1.8072
C -9.6746 8.0418 -4.2356
Cl -10.8036 6.9607 -5.0561
Cl -8.8934 9.0902 -5.4194
Cl -10.5480 9.0247 -3.0588
Cl -8.4522 7.0772 -3.3947
C 10.2037 5.5514 4.9140
Cl 11.0699 5.6702 6.4472
Cl 11.3340 5.1279 3.6274
Cl 8.9559 4.3012 5.0379
Cl 9.4417 7.1019 4.5449
```

The value obtained for the HOMO energy is -10.9773 eV. Its charge is +1. As for the spin multiplicity: 1. For the orbital gap, the calculation gives 0.2888 Ha.


2.
Below is a molecular structure, C29H26ClNO2S3V at a distorted geometry, with properties calculated with ωB97M-V/def2-TZVPD.

```
63
C29H26ClNO2S3V | the OMol25 dataset | ωB97M-V/def2-TZVPD
V 0.4899 1.8219 -0.0913
O 0.4638 1.3952 1.9273
S 1.2990 0.6553 2.9190
C 0.0625 -0.3355 3.8494
C -0.8899 -1.1309 2.9524
C -2.3304 -0.5933 2.9278
C -2.5509 0.6236 2.0360
S -2.4225 0.3640 0.2193
O -1.0031 -0.0216 -0.0832
C -3.3388 -1.1909 0.0902
C -4.7215 -1.2188 0.1950
C -5.3864 -2.4277 0.0571
C -4.6747 -3.5928 -0.1946
C -3.2925 -3.5521 -0.3138
C -2.6222 -2.3457 -0.1774
C 2.0952 -0.7013 2.0429
C 2.0189 -0.7988 0.6643
C 2.7144 -1.8015 0.0080
C 3.4690 -2.7099 0.7357
C 3.5424 -2.6075 2.1187
C 2.8709 -1.5902 2.7758
H -0.4625 0.4131 4.4463
H 0.6337 -0.9740 4.5235
H -0.9156 -2.1641 3.3022
H -0.5055 -1.1559 1.9327
H -2.6319 -0.3228 3.9443
H -2.9940 -1.3987 2.6121
H -1.8176 1.4114 2.2117
H -3.5488 1.0459 2.1751
H -5.2761 -0.3068 0.3854
H -6.4652 -2.4593 0.1368
H -5.2003 -4.5320 -0.3093
H -2.7330 -4.4549 -0.5212
H -1.5471 -2.2819 -0.2857
H 1.4257 -0.1010 0.0866
H 2.6758 -1.8588 -1.0717
H 4.0093 -3.4942 0.2224
H 4.1300 -3.3168 2.6867
H 2.9563 -1.4763 3.8508
S 2.1079 1.7517 -4.1493
C 0.3731 1.7267 -4.3221
C -0.3825 1.6144 -5.4797
C -1.7615 1.6276 -5.3650
C -2.3709 1.7732 -4.1190
C -1.6184 1.8945 -2.9661
C -0.2289 1.8497 -3.0596
N 0.6649 1.9235 -2.0027
C 1.9230 1.9212 -2.4215
C 2.9526 2.0713 -1.4311
C 4.3259 1.9655 -1.6764
C 5.2141 2.1441 -0.6348
C 4.7352 2.4399 0.6408
C 3.3696 2.5226 0.8800
C 2.4259 2.3267 -0.1356
H 0.0936 1.5332 -6.4482
H -2.3711 1.5336 -6.2543
H -3.4515 1.7997 -4.0572
H -2.0753 2.0629 -2.0022
H 4.6817 1.7456 -2.6789
H 6.2796 2.0607 -0.8087
H 5.4396 2.6086 1.4484
H 3.0300 2.7586 1.8855
Cl -0.8830 3.5302 0.1701
```

The value obtained for the HOMO energy (spin up / spin down) is -5.5872 / -7.7037 eV. As for the energy relative to the best compared isomer or geometry (same formula, charge and spin): 11.3 kcal/mol. As for the spin multiplicity: 4. For the orbital gap (spin up / spin down), the calculation gives 0.2162 / 0.2939 Ha. The expectation value of S² is 3.769.